1.
Below is a gas-phase ion, C4H12N4 (charge +2) in a non-equilibrium geometry, with properties calculated with wB97M-V/def2-TZVPD.

Geometry as ORCA input:
```
! wB97M-V def2-TZVPD RIJCOSX def2/J DEFGRID3
* xyz 2 1
C 0.968 -0.402 1.103
C -0.916 -0.788 -3.202
C 0.368 0.908 3.184
C -0.752 -1.528 -1.808
N 0.535 -1.035 0.077
N 0.606 0.756 1.751
N 0.168 1.852 0.938
N 0.041 -0.679 -1.039
H 1.702 -1.019 1.744
H 0.015 -0.956 -3.745
H -1.593 -1.153 -3.863
H -0.947 0.241 -3.115
H 0.108 -0.106 3.562
H 1.298 1.257 3.612
H -0.335 1.688 3.404
H -0.267 -2.424 -1.957
H -1.736 -1.632 -1.412
H 0.988 2.445 0.658
H -0.612 2.301 1.491
H 0.361 0.276 -1.382
*
```

- Gap between HOMO and LUMO (spin up / spin down): 7.21 / 7.74 eV
- E: -377.7831 Eh
- ΔE to the lowest compared entry with this formula, charge and spin: 569.0 kJ/mol
- Lowest unoccupied orbital energy (spin up / spin down): -12.24 / -12.00 eV

Atomic partial charges in e from the natural (NBO) method, atoms 1 to 2: number 1, C, carries 0.27; number 2, C, carries -0.60

***

2.
Below is 5 unconnected molecules or ions with the total composition C30H66F4N5O4 in a non-equilibrium geometry, with properties calculated with wB97M-V/def2-TZVPD.

Geometry as ORCA input:
```
! wB97M-V def2-TZVPD RIJCOSX def2/J DEFGRID3
* xyz -1 1
C 1.791 -4.079 -1.990
C 0.773 -2.949 -2.131
O 1.002 -1.928 -1.520
O -0.327 -2.976 -2.912
C -1.082 -4.179 -2.837
C -2.140 -4.206 -1.732
N -1.544 -4.415 -0.417
F -2.381 -3.996 0.616
C -3.165 -3.006 -1.810
O -2.862 -2.023 -2.525
O -4.222 -3.115 -1.193
C -2.982 -5.480 -2.020
F -3.735 -5.297 -3.113
F -2.211 -6.565 -2.257
F -3.807 -5.804 -1.045
H 2.070 -4.583 -2.916
H 1.313 -4.844 -1.366
H 2.689 -3.783 -1.463
H -1.630 -4.263 -3.773
H -0.463 -5.080 -2.788
H -0.694 -3.873 -0.302
C 3.147 -0.359 3.724
C 2.038 -0.596 2.707
N 0.715 -0.288 3.212
C -0.356 -0.753 2.337
C -0.469 -0.121 0.949
C 0.540 1.045 3.756
C 0.819 2.240 2.834
H 2.969 -0.928 4.638
H 4.102 -0.680 3.306
H 3.247 0.696 3.984
H 2.061 -1.654 2.434
H 2.275 -0.032 1.792
H -1.310 -0.639 2.858
H -0.233 -1.833 2.211
H -0.898 0.881 0.996
H -1.135 -0.720 0.324
H 0.491 -0.066 0.436
H 1.182 1.140 4.638
H -0.475 1.138 4.151
H 1.724 2.111 2.238
H 0.951 3.143 3.437
H -0.014 2.429 2.159
C -1.521 4.935 5.128
C -1.487 5.281 6.610
N -1.995 4.230 7.472
C -2.199 4.668 8.842
C -0.969 5.081 9.661
C -1.375 2.923 7.320
C 0.139 2.816 7.545
H -2.530 4.673 4.808
H -1.195 5.796 4.544
H -0.853 4.108 4.882
H -2.109 6.169 6.752
H -0.459 5.573 6.878
H -2.736 3.884 9.384
H -2.889 5.518 8.816
H -0.393 4.218 9.992
H -1.291 5.612 10.561
H -0.309 5.749 9.108
H -1.597 2.556 6.315
H -1.883 2.216 7.981
H 0.690 3.635 7.078
H 0.509 1.885 7.110
H 0.390 2.791 8.604
C -1.512 4.288 -0.228
C -2.129 3.091 -0.939
N -3.578 3.123 -0.979
C -4.164 1.860 -1.423
C -3.890 1.397 -2.854
C -4.167 4.322 -1.541
C -3.794 4.701 -2.981
H -1.897 4.383 0.789
H -0.429 4.161 -0.169
H -1.697 5.224 -0.760
H -1.824 2.193 -0.397
H -1.687 3.013 -1.944
H -5.245 1.902 -1.265
H -3.811 1.078 -0.745
H -4.479 1.956 -3.584
H -4.170 0.346 -2.952
H -2.836 1.476 -3.122
H -3.909 5.165 -0.892
H -5.255 4.246 -1.464
H -2.728 4.585 -3.180
H -4.048 5.750 -3.162
H -4.346 4.112 -3.711
C 2.116 -3.404 -6.958
C 3.540 -2.976 -6.643
N 4.304 -3.985 -5.931
C 5.563 -3.481 -5.409
C 6.632 -3.028 -6.410
C 4.367 -5.295 -6.553
C 4.952 -5.394 -7.968
H 1.589 -3.678 -6.043
H 1.579 -2.576 -7.422
H 2.083 -4.243 -7.655
H 3.482 -2.084 -6.015
H 4.031 -2.669 -7.580
H 5.996 -4.238 -4.748
H 5.331 -2.634 -4.755
H 7.133 -3.874 -6.880
H 7.402 -2.455 -5.888
H 6.223 -2.388 -7.192
H 3.355 -5.709 -6.575
H 4.919 -5.970 -5.892
H 4.594 -4.599 -8.623
H 4.661 -6.345 -8.419
H 6.041 -5.370 -7.960
*
```

- Gap between HOMO and LUMO: 7.06 eV
- E: -2156.8143 Eh
- Lowest unoccupied orbital energy: 2.32 eV

Atomic partial charges in e from the Mulliken method, atoms 1 to 2: number 1, C, carries -1.02; number 2, C, carries 0.65

***

3.
Below is 14 unconnected molecules or ions with the total composition C50H100Br4O22 in a non-equilibrium geometry, with properties calculated with wB97M-V/def2-TZVPD.

Geometry as ORCA input:
```
! wB97M-V def2-TZVPD RIJCOSX def2/J DEFGRID3
* xyz 0 1
C 5.039 9.033 3.908
C 6.280 9.832 4.146
O 6.312 11.029 4.055
C 7.529 9.039 4.279
H 4.079 9.526 4.058
H 4.935 8.220 4.627
H 5.016 8.701 2.870
H 8.319 9.562 3.740
H 7.342 8.041 3.882
H 7.773 8.898 5.332
C 0.267 -10.440 -3.355
C 1.396 -9.616 -4.019
O 1.754 -9.809 -5.155
C 1.997 -8.588 -3.052
H -0.264 -10.914 -4.181
H -0.498 -9.839 -2.862
H 0.760 -11.109 -2.650
H 1.245 -8.109 -2.425
H 2.467 -7.777 -3.609
H 2.772 -9.043 -2.435
O 0.112 1.758 1.099
C 0.597 0.930 0.326
O 0.066 -0.230 0.076
C -1.174 -0.637 0.692
C -1.633 -1.961 0.024
C 1.767 1.200 -0.555
H -1.880 0.175 0.521
H -0.984 -0.797 1.753
H -1.879 -1.823 -1.029
H -2.407 -2.444 0.619
H -0.869 -2.739 0.043
H 1.466 1.261 -1.601
H 2.470 0.369 -0.487
H 2.321 2.097 -0.277
O 9.303 3.483 7.887
C 9.967 2.726 7.194
O 9.537 1.652 6.449
C 8.167 1.312 6.337
C 7.730 2.312 5.188
C 11.432 2.750 7.305
H 7.697 1.406 7.316
H 8.182 0.246 6.110
H 6.738 2.092 4.792
H 8.428 2.297 4.351
H 7.563 3.318 5.574
H 11.730 3.290 8.204
H 11.753 3.375 6.472
H 11.947 1.790 7.342
O -1.297 -9.007 4.053
C -1.663 -9.680 5.016
O -2.877 -9.702 5.594
C -3.966 -8.914 5.130
C -4.072 -7.740 5.965
C -0.820 -10.615 5.793
H -4.817 -9.586 5.237
H -3.871 -8.710 4.064
H -4.980 -7.261 5.599
H -3.161 -7.151 5.853
H -4.076 -7.957 7.033
H 0.213 -10.485 5.469
H -1.070 -11.671 5.694
H -0.940 -10.416 6.858
O -10.802 -0.321 3.893
C -10.144 0.025 2.960
O -9.736 1.275 2.488
C -10.481 2.388 2.768
C -9.497 3.554 2.685
C -9.246 -1.074 2.310
H -11.032 2.591 3.686
H -11.217 2.483 1.969
H -8.627 3.403 2.045
H -9.056 3.815 3.647
H -9.936 4.459 2.265
H -9.706 -2.057 2.209
H -8.428 -1.186 3.021
H -8.930 -0.802 1.303
O 0.127 10.579 -4.069
C -0.220 9.530 -4.494
O -0.994 9.299 -5.588
C -1.283 10.309 -6.493
C -0.004 10.720 -7.386
C 0.092 8.248 -3.751
H -1.619 11.202 -5.967
H -2.054 10.002 -7.200
H 0.460 9.826 -7.805
H 0.823 11.084 -6.776
H -0.183 11.529 -8.093
H 1.125 8.263 -3.404
H 0.169 7.393 -4.422
H -0.567 8.049 -2.905
O 0.108 3.364 11.123
C 0.401 3.756 10.021
O 0.424 4.979 9.600
C 0.010 6.023 10.597
C -0.208 7.343 9.879
C 0.795 2.775 8.965
H 0.769 6.189 11.362
H -0.854 5.754 11.203
H 0.724 7.721 9.458
H -0.610 8.104 10.547
H -0.963 7.156 9.115
H 1.726 3.130 8.522
H -0.004 2.760 8.224
H 1.026 1.770 9.320
O -9.776 -7.881 -3.762
C -9.867 -7.183 -2.792
O -10.947 -6.759 -2.173
C -12.266 -6.962 -2.615
C -13.227 -6.106 -1.829
C -8.643 -6.951 -2.014
H -12.493 -8.028 -2.646
H -12.303 -6.606 -3.644
H -13.047 -5.074 -2.129
H -13.153 -6.314 -0.761
H -14.256 -6.313 -2.122
H -8.062 -7.868 -1.914
H -8.868 -6.627 -0.998
H -8.077 -6.152 -2.493
O 3.612 4.746 -7.317
C 3.877 5.560 -8.211
O 3.231 5.721 -9.295
C 2.114 4.807 -9.628
C 0.787 5.129 -8.919
C 5.146 6.355 -8.177
H 2.329 3.757 -9.429
H 1.936 4.830 -10.703
H 0.858 5.273 -7.841
H 0.019 4.405 -9.192
H 0.415 6.029 -9.409
H 4.995 7.430 -8.084
H 5.812 6.209 -9.028
H 5.638 5.962 -7.286
O 7.589 -6.831 3.128
C 7.417 -5.769 2.544
O 6.268 -5.196 2.352
C 5.108 -5.657 2.934
C 4.956 -5.136 4.360
C 8.605 -4.943 2.083
H 5.114 -6.746 2.912
H 4.253 -5.284 2.370
H 3.908 -5.323 4.594
H 5.098 -4.058 4.429
H 5.591 -5.650 5.082
H 9.091 -4.382 2.882
H 8.337 -4.285 1.257
H 9.412 -5.571 1.706
O -3.511 -3.909 -8.133
C -2.705 -4.612 -7.476
O -1.693 -4.189 -6.655
C -1.374 -2.800 -6.735
C 0.090 -2.741 -6.171
C -2.865 -6.118 -7.384
H -2.010 -2.149 -6.135
H -1.484 -2.378 -7.734
H 0.393 -1.708 -6.338
H 0.765 -3.447 -6.655
H 0.204 -2.891 -5.097
H -2.360 -6.483 -8.278
H -3.914 -6.408 -7.446
H -2.406 -6.550 -6.495
Br 9.074 1.453 -3.199
C 9.863 0.152 -4.447
C 8.839 -0.670 -5.272
Br 7.997 -2.050 -4.143
H 10.542 -0.500 -3.898
H 10.545 0.678 -5.114
H 9.202 -1.132 -6.190
H 8.039 -0.007 -5.599
Br -6.767 5.991 -2.917
C -6.315 4.157 -3.493
C -7.571 3.259 -3.248
Br -7.013 1.364 -3.525
H -5.453 3.867 -2.894
H -5.967 4.252 -4.522
H -8.436 3.422 -3.892
H -7.889 3.219 -2.206
*
```

- Gap between HOMO and LUMO: 9.59 eV
- E: -13916.3894 Eh
- Lowest unoccupied orbital energy: 0.04 eV

Atomic partial charges in e from the Mulliken method, atoms 1 to 2: number 1, C, carries -1.09; number 2, C, carries 0.75

***

4.
Below is a molecular structure, C8H24BrFeO4 in a non-equilibrium geometry, with properties calculated with wB97M-V/def2-TZVPD.

Geometry as ORCA input:
```
! wB97M-V def2-TZVPD RIJCOSX def2/J DEFGRID3
* xyz 0 6
Fe -12.084 -21.242 12.109
Br -9.961 -22.067 13.290
C -12.470 -17.751 14.143
C -11.340 -18.628 13.568
O -11.609 -19.118 12.213
H -12.058 -17.250 15.019
H -13.384 -18.314 14.328
H -12.712 -17.105 13.298
H -11.147 -19.479 14.221
H -10.379 -18.130 13.437
H -11.563 -18.349 11.641
C -7.279 -25.577 13.018
C -7.373 -24.840 11.661
O -8.720 -24.584 11.412
H -6.213 -25.704 13.211
H -7.860 -26.489 12.883
H -7.654 -25.018 13.875
H -6.995 -25.452 10.842
H -6.739 -23.955 11.615
H -9.020 -24.084 12.174
C -9.006 -22.747 17.682
C -8.448 -23.953 16.910
O -7.607 -23.431 15.934
H -8.281 -22.069 18.132
H -9.619 -23.111 18.506
H -9.574 -22.121 16.995
H -9.301 -24.475 16.477
H -7.948 -24.754 17.454
H -8.200 -23.101 15.255
C -4.608 -21.110 13.129
C -6.035 -21.634 13.506
O -6.922 -20.831 12.782
H -4.416 -20.050 13.299
H -4.389 -21.279 12.075
H -3.789 -21.545 13.702
H -6.202 -21.409 14.560
H -6.187 -22.687 13.269
H -7.833 -20.988 13.042
*
```

- Gap between HOMO and LUMO (spin up / spin down): 7.52 / 8.36 eV
- E: -4457.7731 Eh
- ΔE to the lowest compared entry with this formula, charge and spin: 0.0 kJ/mol
- Lowest unoccupied orbital energy (spin up / spin down): 0.14 / -1.10 eV
- ⟨S²⟩: 8.7549

Atomic partial charges in e from the natural (NBO) method, atoms 1 to 2: number 1, Fe, carries 0.81; number 2, Br, carries -0.80

***

5.
Below is C2H7N3S in the gas phase in a non-equilibrium geometry, with properties calculated with wB97M-V/def2-TZVPD.

Geometry as ORCA input:
```
! wB97M-V def2-TZVPD RIJCOSX def2/J DEFGRID3
* xyz 0 1
C -3.139 -0.282 0.038
N -1.659 -0.505 -0.154
N -1.088 0.909 -0.170
C 0.190 0.885 0.171
N 0.824 -0.235 0.250
S 2.409 -0.206 -0.152
H -3.637 -0.098 -0.926
H -3.573 -1.349 0.410
H -3.218 0.588 0.779
H -1.213 -1.014 0.627
H 0.818 1.863 0.223
H 0.235 -0.942 -0.407
H 3.195 -0.561 0.986
*
```

- Gap between HOMO and LUMO: 9.39 eV
- SMILES: CN/N=C\NS
- E: -642.7356 Eh
- ΔE to the lowest compared entry with this formula, charge and spin: 307.3 kJ/mol
- Lowest unoccupied orbital energy: 0.73 eV

Atomic partial charges in e from the natural (NBO) method, atoms 1 to 2: number 1, C, carries -0.42; number 2, N, carries -0.54

***

Question: Which formula does entry 1 have?
Answer: C4H12N4

***

Question: E of number 3 (C50H100Br4O22)?
Answer: -13916.3894 Eh

***

Question: E of number 2 (C30H66F4N5O4)?
Answer: -2156.8143 Eh